Entry w
{
  "formula": "C3H5O2P",
  "method": "the ωB97M-V functional and the def2-TZVPD basis",
  "elements": ["H", "O", "H", "C", "H", "O", "P", "C", "C", "H", "H"],
  "coordinates": [[3.15372, -1.46285, 0.07060], [-1.10200, -1.12945, 0.74190], [1.29115, -0.60754, -1.54716], [1.29332, 0.01541, -0.68578], [1.76916, -0.55208, 1.34397], [0.33703, 0.75945, -0.46537], [2.76397, -0.05627, 0.48960], [-1.73207, -0.21444, 0.49337], [-2.50523, 0.68416, -0.05209], [-2.10871, 1.27530, -0.86580], [-3.16035, 1.28833, 0.47678]],
  "orbital_gap_ev": 9.34,
  "smiles": "C=C=O.O=CP",
  "e_homo_ev": -8.93
}

***

Entry x
{
  "formula": "C3H5O2P",
  "method": "the ωB97M-V functional and the def2-TZVPD basis",
  "elements": ["C", "H", "O", "C", "P", "H", "O", "H", "H", "H", "C"],
  "coordinates": [[0.48277, 1.02948, 0.26502], [0.08027, 1.61997, 1.10515], [2.47995, -1.28851, 0.23915], [-1.68361, -0.41545, -0.05028], [3.02403, -0.01643, -0.14356], [0.05116, -0.54870, -1.16216], [1.86809, 1.10016, 0.00933], [-2.03079, 0.05569, 0.81541], [-2.31376, -0.12953, -0.80483], [-1.60599, -1.59608, 0.06436], [-0.35213, 0.18937, -0.33759]],
  "orbital_gap_ev": 9.58,
  "smiles": "C/C=C/OP=O",
  "e_homo_ev": -9.55
}

***

It is entry w that is the least stable of them.